{"formula": "C32H78N10O10", "method": "ωB97M-V with the def2-TZVPD basis set", "spin_multiplicity": 2, "orbital_gap_ha": [0.0589, 0.3276], "total_energy_ha": -2565.79221, "e_lumo_ha": [0.069, 0.066], "charge": -1, "species": ["C", "C", "C", "O", "C", "N", "H", "H", "H", "H", "H", "H", "H", "H", "H", "H", "H", "C", "C", "C", "O", "C", "N", "H", "H", "H", "H", "H", "H", "H", "H", "H", "H", "H", "C", "O", "N", "C", "C", "H", "H", "H", "H", "H", "H", "H", "C", "O", "N", "C", "C", "H", "H", "H", "H", "H", "H", "H", "C", "O", "N", "C", "C", "H", "H", "H", "H", "H", "H", "H", "C", "O", "N", "C", "C", "H", "H", "H", "H", "H", "H", "H", "C", "O", "N", "C", "C", "H", "H", "H", "H", "H", "H", "H", "C", "O", "N", "C", "C", "H", "H", "H", "H", "H", "H", "H", "C", "O", "N", "C", "C", "H", "H", "H", "H", "H", "H", "H", "C", "O", "N", "C", "C", "H", "H", "H", "H", "H", "H", "H"], "xyz": [[-1.05464, -6.27317, -0.28093], [-1.85203, -6.08821, -1.53843], [-1.49616, -4.82138, -2.36396], [-2.09174, -3.58805, -1.90718], [-1.91526, -2.54681, -2.86010], [-1.78119, -7.27605, -2.37637], [-1.30458, -7.22165, 0.19448], [-1.22710, -5.51696, 0.48491], [0.02331, -6.24634, -0.44031], [-2.91576, -6.01067, -1.31360], [-1.76347, -5.02054, -3.40174], [-0.40726, -4.77998, -2.33821], [-2.54149, -2.73900, -3.73131], [-0.88784, -2.41096, -3.19778], [-2.39727, -1.60290, -2.60551], [-1.99921, -7.97773, -1.68338], [-2.32743, -7.25598, -3.22568], [-1.40215, 0.74318, -0.34484], [0.16439, 0.42919, -0.21804], [0.70462, -0.73444, -1.23346], [2.11270, -1.14512, -1.06290], [2.59456, -1.84083, -2.20093], [1.00366, 1.57162, -0.45389], [-1.62883, 1.08199, -1.35575], [-1.70336, 1.40000, 0.47122], [-1.99655, -0.13584, -0.09561], [0.30631, 0.09241, 0.80887], [0.47211, -0.38487, -2.23936], [0.07356, -1.59443, -1.00923], [3.44340, -2.41069, -1.82300], [3.13247, -1.11723, -2.81344], [1.80963, -2.41758, -2.69014], [0.71023, 1.97132, -1.33380], [1.98272, 1.32662, -0.49305], [-5.33356, 1.56034, 0.54781], [-4.23416, 1.80620, 0.09447], [-6.27008, 2.40812, 1.05725], [-6.08822, 3.80405, 1.04841], [-7.55742, 1.77430, 1.40224], [-5.81531, 0.57678, 0.43498], [-5.43447, 4.34072, 0.36089], [-5.82100, 4.13606, 2.05164], [-7.07548, 4.18867, 0.79253], [-7.26304, 0.75434, 1.64947], [-8.13371, 2.09270, 2.27093], [-8.20315, 1.61378, 0.53889], [2.12155, 2.14395, 3.65215], [3.32361, 2.18450, 3.45863], [1.25394, 1.06221, 3.61749], [-0.11812, 1.26636, 3.88850], [1.79699, -0.37174, 3.59793], [1.53372, 3.05600, 3.83877], [-0.24225, 1.07039, 4.95353], [-0.77916, 0.60060, 3.33362], [-0.51432, 2.27062, 3.73830], [1.63274, -0.70488, 2.57316], [2.84242, -0.57066, 3.83370], [1.10579, -0.95205, 4.20913], [2.14121, -6.09231, 1.80787], [1.67148, -7.14768, 1.29733], [2.29359, -4.87980, 1.25770], [2.33151, -4.76543, -0.16178], [2.56672, -3.66393, 2.03554], [2.34045, -6.00986, 2.88754], [1.49632, -4.14702, -0.49060], [2.34694, -5.60849, -0.85250], [3.24377, -4.19128, -0.32373], [1.92381, -2.88529, 1.62506], [2.11531, -3.71379, 3.02643], [3.63880, -3.46738, 2.04611], [-0.20606, 1.59119, -4.34955], [0.23602, 2.45534, -3.64683], [-0.63695, 1.87436, -5.59619], [-0.85776, 0.84809, -6.60773], [-0.64481, 3.18932, -6.15709], [-0.31978, 0.55630, -3.99140], [-1.83039, 1.10732, -7.02595], [-0.91044, -0.09795, -6.06890], [-0.11240, 0.93095, -7.39872], [-0.62724, 4.01831, -5.44959], [0.25791, 3.43479, -6.71653], [-1.50621, 3.41911, -6.78422], [0.05568, 4.62277, 1.92020], [0.94680, 5.14620, 2.53809], [-1.22141, 5.06182, 1.65907], [-2.32237, 4.16881, 1.15505], [-1.66298, 6.28130, 2.21069], [0.24393, 3.62127, 1.50335], [-3.01620, 3.98560, 1.97550], [-1.87161, 3.31021, 0.65734], [-2.86550, 4.69703, 0.37141], [-2.06533, 6.92838, 1.43127], [-2.48867, 6.13691, 2.90747], [-0.90023, 7.01558, 2.46980], [2.32550, 5.67163, -2.64784], [2.32559, 6.60373, -3.55884], [2.64305, 5.78716, -1.40219], [2.45588, 4.55829, -0.52200], [2.81469, 7.04022, -0.73935], [2.11082, 4.60510, -2.81709], [1.67256, 3.80903, -0.63648], [2.42195, 4.94361, 0.49706], [3.37349, 3.97037, -0.50086], [3.90117, 7.02047, -0.65395], [2.57419, 8.00198, -1.19242], [2.35489, 6.97184, 0.24655], [-3.08950, -4.80206, 2.97149], [-3.93293, -5.35918, 2.30399], [-2.40741, -3.70107, 2.77555], [-1.48227, -3.15312, 3.82082], [-2.44698, -2.92352, 1.53264], [-2.84210, -5.26480, 3.93942], [-1.56311, -2.07467, 3.95685], [-0.41291, -3.33199, 3.70869], [-1.74298, -3.59793, 4.78117], [-2.78046, -1.95709, 1.91067], [-1.42360, -2.84930, 1.16480], [-3.16012, -3.28737, 0.79296], [7.54093, -0.67205, 0.84625], [7.93235, -1.84993, 0.80850], [6.22517, -0.33838, 0.65638], [5.61754, 0.95693, 0.98511], [5.22246, -1.34270, 0.38770], [8.07713, 0.27557, 1.00968], [5.01328, 1.41517, 0.20219], [6.36957, 1.72224, 1.17708], [5.02253, 0.75001, 1.87464], [4.21377, -0.96355, 0.55173], [5.12944, -1.74192, -0.62227], [5.59482, -2.19377, 0.95790]], "mulliken_charge": [-1.149, 0.886, -0.788, -0.145, -1.094, -0.781, 0.537, -0.111, 0.341, 0.140, 0.324, 0.152, 0.488, 0.231, 0.311, 0.268, 0.236, -0.683, 0.686, 0.517, 0.194, -0.830, 0.105, 0.344, 0.218, 0.087, -0.863, -0.211, -0.031, 0.156, 0.268, 0.169, 0.358, 0.065, -1.078, 0.175, 1.271, -1.408, -1.403, -0.171, 0.214, 0.335, 0.445, 0.280, 0.470, 0.464, -0.158, -0.600, 1.021, -1.668, -0.748, 0.390, 0.560, 0.116, 0.373, 0.043, 0.287, 0.134, -0.046, -0.575, 0.441, -1.014, -0.852, 0.368, 0.114, 0.399, 0.374, 0.012, 0.389, 0.325, 0.540, -0.611, 0.223, -0.943, -1.103, -0.152, 0.343, 0.222, 0.306, 0.314, 0.376, 0.352, 0.355, -0.671, 0.473, -0.601, -1.436, 0.335, 0.516, -0.431, 0.187, 0.385, 0.407, 0.345, 0.171, -0.712, 0.160, -0.888, -0.924, 0.296, 0.160, 0.281, 0.446, 0.376, 0.317, 0.281, -0.046, -0.508, 1.015, -1.007, -1.766, 0.209, 0.158, 0.109, 0.436, 1.007, 0.140, -0.071, 0.183, -0.618, 0.248, -1.153, -0.890, 0.270, 0.343, 0.283, 0.487, 0.209, 0.186, 0.411]}